Here is 2 unconnected molecules or ions with the total composition C2H2IO2S at a distorted geometry from the Open Molecules 2025 dataset. Energies are from the ωB97M-V functional and the def2-TZVPD basis.

orbital gap = 5.992 eV
HOMO energy = -2.72 eV
charge = -1
largest force on an atom = 0.055 hartree/bohr
ΔE to the lowest compared entry with this formula, charge and spin = 19.3 kcal/mol

Structure (XYZ):
```
8
C2H2IO2S, DFT the ωB97M-V functional and the def2-TZVPD basis
C 0.34 1.77 -0.19
C -0.21 -0.71 0.72
O 0.37 2.21 0.87
O 0.49 1.52 -1.29
S 0.91 -1.82 -0.38
I -2.28 -0.79 -0.06
H -0.25 -1.30 1.77
H 0.64 -0.88 -1.43
```